97
Properties=species:S:1:pos:R:3:forces:R:3:mulliken_charge:R:1 method="wB97M-V/def2-TZVPD" homo_energy_ev=-10.940 total_charge=+1 energy_ev=-50820.59879 homo_lumo_gap_ev=7.90
C -2.615404 -0.363665 -2.127108 0.129 0.131 -0.270 -0.7050
C -1.321310 -1.077072 -2.456099 -0.221 0.009 -0.308 -0.3746
O -0.111105 -0.521663 -1.882534 0.200 -0.258 0.329 -0.4570
C -0.183931 0.451730 -0.943847 -0.092 0.130 0.020 0.0335
C 1.129017 1.161858 -0.722778 0.494 -0.090 -0.726 -0.1440
N 0.879921 1.853472 0.557850 -0.976 -0.391 -0.576 -0.1545
C -0.046636 1.099150 1.192154 0.048 0.214 0.419 0.2526
N -0.376774 1.393412 2.452425 0.124 0.129 0.497 -0.3340
N -0.505989 0.027392 0.505938 0.357 0.113 -0.068 0.0579
C 0.236545 -1.183945 1.037318 -0.292 -0.265 0.157 -0.4390
C -0.357592 -2.535086 0.674144 0.033 -0.012 0.063 -0.9476
H -3.401952 -0.888317 -2.671928 -0.006 -0.074 0.153 -0.0143
H -2.851110 -0.357786 -1.062083 -0.005 -0.031 -0.031 0.2301
H -2.605805 0.658705 -2.513229 -0.004 0.015 0.121 0.4295
H -1.368202 -2.131717 -2.183438 0.007 0.053 0.158 0.3173
H -1.167967 -1.054252 -3.535805 0.083 0.038 0.054 0.3670
H -0.928064 1.224198 -1.175390 -0.206 -0.246 0.066 0.3235
H 1.944292 0.440754 -0.632613 0.005 0.130 0.173 0.2211
H 1.381307 1.852331 -1.521172 -0.110 0.194 0.168 0.1238
H 0.547865 2.811431 0.451522 0.887 0.380 0.277 0.2892
H -1.317008 1.421982 2.813318 -0.051 -0.741 -0.204 0.2523
H 0.354764 1.643394 3.103387 -0.071 0.577 -0.316 0.2422
H 1.279239 -1.112671 0.716598 -0.080 -0.027 -0.105 0.2790
H 0.229602 -1.061442 2.119838 0.066 -0.047 -0.024 0.5318
H -1.005020 -2.909434 1.466333 -0.116 0.081 -0.090 0.3763
H 0.450756 -3.255818 0.546990 -0.025 0.021 0.001 0.3757
H -0.915402 -2.498858 -0.254359 -0.028 0.004 -0.033 -0.1735
C 3.269043 4.034451 -3.138525 -0.105 -0.070 0.043 -1.1392
C 2.663634 4.674012 -1.914024 0.086 0.103 -0.069 0.8653
O 1.682583 4.200881 -1.372420 -0.066 -0.175 0.098 -0.5494
C 3.324157 5.925291 -1.420183 -0.243 -0.069 0.174 -1.0090
H 2.711056 3.144454 -3.421353 0.003 0.003 -0.009 0.2811
H 3.259770 4.746177 -3.965366 0.040 0.021 0.010 0.3412
H 4.310254 3.770943 -2.944872 0.016 0.042 -0.018 0.3362
H 3.308372 6.688020 -2.199748 0.096 -0.040 0.021 0.2671
H 4.368479 5.726050 -1.172788 0.029 0.028 -0.080 0.3389
H 2.803929 6.292997 -0.538790 0.022 0.003 0.010 0.3132
C 5.817692 8.168397 -4.998331 -0.074 -0.058 0.031 -1.0455
C 5.224117 8.821545 -3.775542 0.033 0.065 -0.024 0.8204
O 4.272457 8.345130 -3.197032 0.051 0.022 -0.082 -0.5527
C 5.872502 10.099160 -3.309673 -0.073 -0.014 0.064 -1.1406
H 5.269456 7.261293 -5.239868 0.001 0.000 -0.005 0.2275
H 5.776859 8.855225 -5.845206 0.038 0.015 0.006 0.3397
H 6.867432 7.928031 -4.821258 0.014 0.037 -0.018 0.3311
H 5.833222 10.847780 -4.102714 0.038 -0.009 -0.014 0.3429
H 6.924054 9.921827 -3.077380 0.014 0.012 -0.040 0.3394
H 5.360728 10.474585 -2.427689 0.001 0.003 0.000 0.2965
C -6.702200 -3.465076 -4.042609 0.071 -0.058 0.039 -1.1656
C -5.469999 -2.618197 -4.210528 -0.112 -0.115 0.020 0.9828
O -4.428520 -2.899952 -3.657439 0.125 0.169 -0.026 -0.5357
C -5.592612 -1.401963 -5.096190 0.097 0.002 0.042 -1.2632
H -6.491513 -4.294423 -3.373742 -0.011 0.012 0.018 0.2567
H -7.511233 -2.864056 -3.623293 -0.017 0.010 -0.037 0.3191
H -7.034647 -3.835666 -5.014272 -0.025 0.035 -0.008 0.4154
H -6.367017 -0.736098 -4.711254 -0.032 -0.017 -0.025 0.3238
H -5.889319 -1.702561 -6.102183 -0.041 0.006 0.006 0.4001
H -4.642916 -0.873642 -5.142639 -0.001 0.000 -0.007 0.3045
C -5.040379 -4.746550 1.376879 -0.115 -0.057 -0.132 -1.1633
C -5.229831 -4.014227 0.075769 0.098 0.019 0.019 0.5040
O -6.140490 -4.255049 -0.681111 -0.044 0.012 0.011 -0.5284
C -4.213615 -2.936713 -0.245285 -0.204 0.015 -0.096 -0.2239
H -5.821362 -5.492726 1.498559 0.006 -0.006 0.011 0.3372
H -4.064803 -5.237277 1.388627 0.023 0.040 0.038 0.3360
H -5.077892 -4.053874 2.218120 0.051 -0.026 -0.002 0.3059
H -3.212496 -3.368506 -0.289032 0.026 0.007 0.080 0.1617
H -4.234707 -2.171051 0.534228 0.092 -0.042 0.042 0.4185
H -4.455251 -2.494689 -1.207348 0.020 -0.022 -0.015 -0.1247
C -5.550318 -5.280390 6.745510 0.071 -0.004 -0.065 -1.1087
C -6.103643 -4.537280 5.555571 -0.049 -0.038 0.037 0.7694
O -5.466435 -4.406856 4.534865 0.029 0.061 0.062 -0.5048
C -7.493855 -3.970406 5.699919 0.029 0.028 -0.088 -1.0643
H -4.550147 -5.643146 6.523755 0.000 -0.002 0.003 0.2841
H -5.518944 -4.622563 7.615876 -0.038 -0.014 0.015 0.3313
H -6.198197 -6.122564 6.994129 -0.022 0.021 0.027 0.3371
H -7.527537 -3.269115 6.535575 -0.014 -0.030 0.028 0.3253
H -8.202846 -4.771530 5.915229 0.003 0.004 0.040 0.3284
H -7.784992 -3.463462 4.783644 -0.003 0.000 0.000 0.2744
C 3.018768 -1.892007 4.811650 0.076 -0.052 0.031 -1.1046
C 4.126537 -0.883898 4.630197 0.003 -0.030 -0.055 0.9875
O 5.237957 -1.064090 5.059759 0.006 0.013 -0.003 -0.5527
C 3.775188 0.374460 3.864200 0.088 -0.021 0.008 -1.0133
H 3.391228 -2.750159 5.364531 -0.004 -0.002 0.001 0.3263
H 2.184091 -1.444784 5.356173 -0.021 0.015 -0.040 0.3633
H 2.661870 -2.219985 3.833009 -0.012 0.023 -0.006 0.2108
H 2.974145 0.913470 4.376218 -0.040 -0.020 -0.041 0.4222
H 3.446932 0.098084 2.859182 -0.064 0.021 0.012 0.0854
H 4.652252 1.013948 3.798585 -0.021 0.031 0.003 0.3016
C 5.953527 -2.769286 -0.367438 -0.084 -0.043 0.035 -1.2745
C 5.528449 -1.915046 0.799542 0.112 -0.059 0.012 0.8929
O 4.587281 -2.219392 1.498715 -0.179 0.137 -0.003 -0.5327
C 6.343059 -0.672982 1.060334 -0.075 0.002 0.073 -0.8998
H 5.300917 -3.634171 -0.451953 0.002 -0.002 -0.002 0.3120
H 5.917181 -2.188386 -1.291023 0.045 0.010 0.001 0.3432
H 6.983748 -3.101402 -0.229824 0.016 0.030 -0.019 0.3609
H 6.319438 -0.018323 0.186783 0.040 -0.017 -0.017 0.3428
H 7.384735 -0.943262 1.239689 0.012 0.003 -0.038 0.3765
H 5.956581 -0.147512 1.929668 0.012 -0.004 0.008 0.0559

=====

101
Properties=species:S:1:pos:R:3:forces:R:3:mulliken_charge:R:1 method="wB97M-V/def2-TZVPD" homo_energy_ev=-11.466 total_charge=+1 energy_ev=-65677.57265 homo_lumo_gap_ev=6.00
C -3.754157 0.039077 -3.646649 -0.494 -0.892 0.258 -0.4609
O -3.016386 1.237048 -3.169642 1.237 -2.404 -0.458 -0.4078
C -1.690633 0.769232 -2.712707 0.080 0.679 0.774 -0.3929
C -0.974606 1.963441 -1.826207 0.687 -0.482 -0.256 -0.4218
C 0.012130 1.265872 -0.705674 0.585 1.120 -0.355 0.2341
C 0.100889 2.203252 0.675388 -1.445 -1.177 -1.602 -0.2164
O 0.795130 1.374267 1.673126 4.026 2.046 -0.205 -0.2606
C 2.182883 1.870480 1.915135 -0.932 2.042 6.853 -0.2650
O 2.397292 2.349512 3.172322 -0.639 -3.496 -9.112 -0.4917
C 3.337048 1.771516 0.755816 2.398 -0.777 -2.560 0.7441
C 3.864633 0.291862 0.288813 0.571 2.871 -0.397 0.3769
N 3.281837 -0.964411 0.896545 1.510 2.608 -0.943 -0.4609
C 5.040037 0.248514 -0.877912 -0.571 0.981 0.963 -0.0032
C 5.620048 -1.196675 -1.465197 -0.931 0.533 -0.414 -0.7945
C 4.946483 -1.352875 -2.986769 -0.147 1.601 0.155 -0.5081
C 3.311356 -1.286051 -2.887550 -0.432 -0.493 -0.092 -0.1631
C 2.541965 -1.652953 -4.324457 -0.233 0.306 1.699 -0.2307
N 2.887025 -0.686332 -5.444701 -0.062 -0.053 1.201 -0.5125
N 5.662462 1.515542 -1.501741 -3.792 0.537 3.893 -0.0587
C 5.176655 2.913085 -1.063169 -1.523 -2.216 1.306 0.0449
O 5.856486 4.049432 -1.721680 -2.851 -3.215 -2.997 -0.2276
C 5.512269 3.978067 -3.177590 -0.779 3.826 -6.073 0.3197
N 5.293460 4.318095 -4.410893 1.892 -3.288 10.723 -0.3400
C 3.968562 3.121464 0.074508 0.677 -4.896 -2.083 0.3164
P 3.464359 4.923001 0.444152 0.393 2.879 0.441 0.2093
O 2.560718 5.530144 -0.950132 0.044 -4.049 1.584 -0.4687
O 2.430574 5.078137 1.834612 -1.017 -0.906 -4.041 -0.4256
H -4.405594 0.243296 -4.600809 1.465 -0.030 1.890 0.2558
H -4.484196 -0.304418 -2.776404 1.551 0.585 -1.807 0.2243
H -2.994270 -0.846328 -3.890614 -1.702 1.900 0.444 0.1348
H -0.983638 0.484151 -3.607041 -1.437 0.495 1.504 0.1650
H -1.847060 -0.185239 -2.042581 0.370 1.821 -1.144 0.3677
H -0.285652 2.615573 -2.535591 -1.602 -1.236 1.395 0.2642
H -1.747652 2.676655 -1.312695 1.259 -1.587 -1.035 0.3339
H -0.314319 0.159537 -0.485491 0.510 2.331 -0.031 0.2875
H 1.113436 1.215913 -1.159877 -2.221 -0.018 0.974 -0.2847
H 0.654136 3.223604 0.491538 -1.154 -1.952 0.330 -0.1624
H -1.007391 2.356710 1.091830 2.559 -0.156 -0.817 0.3709
H 3.910682 -1.365071 1.632515 -0.721 0.411 -0.778 0.2487
H 2.300125 -0.838438 1.232306 1.299 0.162 -0.354 0.2942
H 5.234114 -2.104143 -0.795407 0.947 2.320 -1.258 0.3332
H 6.795567 -1.156472 -1.529637 -2.408 -0.062 0.297 0.3543
H 5.296725 -0.378178 -3.574133 -0.553 -2.154 0.963 0.1762
H 5.353509 -2.294684 -3.554987 -0.886 1.763 1.314 0.3228
H 2.884301 -0.219884 -2.585867 1.285 -2.011 -0.472 0.0018
H 2.990434 -2.040774 -2.024113 0.496 1.504 -1.928 0.2451
H 2.827075 -2.776195 -4.569272 -0.799 2.400 0.224 0.1961
H 1.381206 -1.524191 -4.077300 2.659 -0.749 -0.760 0.1383
H 2.142838 0.033259 -5.591296 0.991 -1.014 0.375 0.2607
H 3.794146 -0.203134 -5.261225 -1.191 -0.567 -0.273 0.2079
H 6.427714 1.413138 -2.228121 -1.249 0.201 1.193 0.4079
H 2.106250 4.718232 -1.369939 0.671 1.944 0.569 0.3510
H 1.495703 5.189798 1.436066 1.681 -0.198 1.237 0.3404
C -3.062811 2.482781 4.233112 0.055 0.334 -0.059 -1.2898
C -3.967217 1.605398 3.382267 0.241 -0.310 0.711 0.4227
C -4.659614 0.544061 4.222376 -0.232 -0.045 -0.129 -1.1649
O -3.192363 0.972790 2.367068 0.395 -0.068 -0.482 -0.4897
H -2.274286 1.888376 4.708256 -0.155 -0.049 0.034 0.2938
H -2.561776 3.234035 3.613378 -0.122 -0.023 0.068 0.3106
H -3.632081 2.996088 5.014332 0.112 -0.056 -0.071 0.4064
H -4.718128 2.226597 2.882168 0.187 -0.160 -0.138 0.2541
H -3.927674 -0.119062 4.697151 0.078 0.159 0.029 0.3568
H -5.297505 -0.087673 3.594963 0.031 0.220 0.183 0.2585
H -5.276760 0.999210 5.003294 0.072 -0.156 -0.170 0.3295
H -2.522823 0.418982 2.802047 -0.375 0.226 -0.081 0.3258
C -9.215778 1.627809 4.434682 0.067 0.281 -0.206 -1.2619
C -8.791062 0.193703 4.161471 -0.401 0.110 0.598 0.4482
C -9.873606 -0.792382 4.570576 -0.093 -0.307 -0.184 -1.3193
O -7.595842 -0.090630 4.883844 0.171 -0.061 0.135 -0.4984
H -9.402003 1.784629 5.503128 -0.089 -0.125 -0.081 0.3370
H -8.422216 2.325574 4.146809 -0.115 -0.111 -0.041 0.2978
H -10.124535 1.882764 3.880590 0.090 0.009 0.100 0.3781
H -8.566756 0.072876 3.096135 0.185 -0.039 0.194 0.2550
H -10.083152 -0.721334 5.643853 -0.014 0.144 -0.098 0.3496
H -9.549229 -1.820975 4.379749 -0.045 0.170 -0.050 0.3239
H -10.802106 -0.610008 4.020584 0.074 -0.040 0.101 0.3755
H -7.785659 0.014198 5.831038 0.002 -0.063 -0.421 0.3126
C 0.138761 -5.002476 -5.986339 -0.017 -0.165 0.306 -1.2751
C -0.510076 -3.668726 -6.320718 0.329 -0.327 -0.559 0.3856
C -1.055394 -3.658055 -7.739924 -0.315 0.151 -0.103 -1.2880
O 0.451263 -2.626512 -6.176368 0.059 0.191 0.054 -0.4302
H 0.983926 -5.205418 -6.653693 -0.158 0.031 -0.076 0.3215
H 0.537509 -4.991377 -4.966356 -0.128 -0.002 -0.090 0.2940
H -0.579619 -5.823643 -6.072794 0.128 0.061 0.002 0.4138
H -1.321467 -3.466493 -5.613186 0.201 0.149 -0.022 0.2049
H -0.252544 -3.813356 -8.469438 -0.025 -0.115 0.130 0.3427
H -1.508342 -2.687922 -7.970833 0.012 -0.158 0.089 0.3234
H -1.809572 -4.438913 -7.878992 0.098 0.087 -0.036 0.3875
H 1.175613 -2.797913 -6.800976 -0.287 0.128 0.231 0.3211
C 4.828960 -0.998306 5.723673 0.039 0.353 -0.060 -1.3204
C 3.924554 -1.875690 4.872829 0.297 -0.251 0.757 0.7261
C 3.232157 -2.937026 5.712936 -0.344 -0.121 -0.076 -1.4073
O 4.699408 -2.508297 3.857629 0.150 -0.054 -0.535 -0.5582
H 5.617485 -1.592711 6.198818 -0.177 -0.044 0.021 0.3494
H 5.329995 -0.247052 5.103939 -0.136 -0.049 0.082 0.3183
H 4.259690 -0.484999 6.504892 0.114 -0.063 -0.081 0.3724
H 3.173643 -1.254491 4.372729 0.138 -0.105 -0.127 0.1263
H 3.964096 -3.600149 6.187713 0.003 0.182 0.022 0.3517
H 2.594266 -3.568760 5.085523 0.042 0.144 0.084 0.3451
H 2.615011 -2.481877 6.493855 0.093 -0.092 -0.073 0.3673
H 5.368948 -3.062105 4.292609 -0.304 0.242 -0.193 0.3459